{
  "formula": "C4H8N3S",
  "method": "ωB97M-V with the def2-TZVPD basis set",
  "elements": ["C", "C", "C", "C", "N", "N", "N", "S", "H", "H", "H", "H", "H", "H", "H", "H"],
  "positions_angstrom": [[-2.5694, -0.4747, 0.3915], [-1.3842, -0.0861, 0.8930], [-0.9161, -1.4653, -0.7418], [1.9886, 0.2489, 0.6754], [-2.2882, -1.3376, -0.6359], [-0.3427, -0.6497, 0.1635], [1.7374, 1.5496, 0.4646], [2.8412, -0.7950, -0.4138], [-3.4872, -0.1577, 0.8031], [-1.3729, 0.7349, 1.6244], [-0.3311, -1.7948, -1.5727], [1.7639, -0.3597, 1.6093], [1.0381, 1.9664, 1.0641], [-3.1060, -1.8150, -1.0808], [1.8850, 1.8186, -0.4297], [2.6426, -0.0069, -1.5486]],
  "nbo_charge": [-0.071, -0.124, 0.171, 0.094, -0.507, -0.522, -0.669, 0.230, 0.240, 0.211, 0.221, 0.285, 0.438, 0.448, 0.408, 0.147],
  "lumo_ev": -4.4,
  "spin_multiplicity": 1,
  "e_tot_ev": -19575.527,
  "homo_lumo_gap_ev": 8.2,
  "homo_energy_ev": -12.6533,
  "total_charge": 1,
  "relative_energy_kj_mol": 166.73
}

=====

{
  "formula": "C4H8N4",
  "method": "ωB97M-V with the def2-TZVPD basis set",
  "elements": ["H", "N", "C", "C", "N", "C", "N", "N", "C", "H", "H", "H", "H", "H", "H", "H"],
  "positions_angstrom": [[0.3034, 1.4808, 0.9928], [1.2454, 0.8138, 1.1389], [1.4207, -0.0367, 0.1902], [2.5762, -0.7658, 0.0432], [0.5986, -0.4126, -0.8296], [-0.8417, -0.7401, -0.8455], [-1.8489, -0.0685, -0.4753], [-1.7807, 0.8931, 0.4631], [-2.9648, 1.1763, 0.7769], [3.3082, -0.6598, 1.0992], [2.2835, -1.9756, -0.0045], [2.9860, -0.1964, -0.8588], [0.9292, -1.0980, -1.4456], [-1.0703, -1.2853, -1.7940], [-3.3043, 2.1909, 1.1569], [-3.8405, 0.6841, 0.3921]],
  "nbo_charge": [0.372, -0.664, 0.352, -0.656, -0.635, 0.266, -0.342, -0.303, -0.022, 0.252, 0.221, 0.249, 0.385, 0.184, 0.176, 0.165],
  "lumo_ev": 0.2,
  "spin_multiplicity": 1,
  "e_tot_ev": -10233.199,
  "homo_lumo_gap_ev": 9.3,
  "smiles": "[H]/N=C(/C)N/C=N\\N=C",
  "homo_energy_ev": -9.1036,
  "total_charge": 0,
  "relative_energy_kj_mol": 486.57
}

=====

{
  "formula": "C4H8N4",
  "method": "ωB97M-V with the def2-TZVPD basis set",
  "elements": ["H", "N", "C", "N", "C", "N", "C", "N", "C", "H", "H", "H", "H", "H", "H", "H"],
  "positions_angstrom": [[-0.3735, 2.2863, -2.8174], [-0.6231, 1.3478, -3.0759], [-0.7442, 0.7275, -1.9412], [-0.5019, 1.3865, -0.6948], [-0.2017, 0.9127, 0.4283], [0.2587, -0.4379, 0.5518], [1.3469, -0.9267, -0.2667], [0.4229, -0.8604, 1.8568], [-0.6286, -0.7747, 2.5034], [-1.0807, -0.2830, -1.8347], [-0.3992, 1.3312, 1.4162], [1.1240, -1.9682, -0.7181], [1.3791, -0.2414, -1.1853], [2.3738, -0.8618, 0.2602], [-0.7540, -1.1574, 3.4953], [-1.5984, -0.4805, 2.0220]],
  "nbo_charge": [0.337, -0.610, 0.236, -0.537, 0.310, -0.326, -0.427, -0.230, -0.103, 0.163, 0.188, 0.213, 0.218, 0.219, 0.191, 0.157],
  "lumo_ev": 0.6,
  "spin_multiplicity": 1,
  "e_tot_ev": -10235.013,
  "homo_lumo_gap_ev": 9.7,
  "smiles": "[H]/N=C\\N=C/N(C)N=C",
  "homo_energy_ev": -9.0902,
  "total_charge": 0,
  "relative_energy_kj_mol": 311.60
}

=====

{
  "formula": "C4H8N4",
  "method": "ωB97M-V with the def2-TZVPD basis set",
  "elements": ["H", "N", "C", "N", "C", "C", "N", "N", "C", "H", "H", "H", "H", "H", "H", "H"],
  "positions_angstrom": [[3.1379, -0.8827, -0.6075], [2.6809, 0.0720, -0.7967], [1.5898, -0.0469, -0.0482], [1.3631, -1.0669, 0.7746], [0.4028, 0.9831, -0.4218], [-0.3418, 1.5485, 0.8443], [-0.9786, 0.6620, -0.3510], [-1.3916, -0.5467, 0.0778], [-2.5415, -0.7998, -0.5013], [0.2802, -1.3831, 0.5923], [2.1079, -1.7094, 0.6473], [0.6679, 1.5655, -1.2114], [-0.8583, 2.4898, 0.6869], [-0.3782, 0.8988, 1.6994], [-2.6054, -0.0342, -1.2627], [-3.1350, -1.7498, -0.1220]],
  "nbo_charge": [0.295, -0.708, 0.434, -0.847, -0.095, -0.273, -0.308, -0.316, -0.099, 0.429, 0.374, 0.227, 0.226, 0.229, 0.213, 0.217],
  "lumo_ev": 0.7,
  "spin_multiplicity": 1,
  "e_tot_ev": -10233.312,
  "homo_lumo_gap_ev": 9.7,
  "smiles": "[H]/N=C(\\N)[C@@H]1CN1N=C",
  "homo_energy_ev": -8.9726,
  "total_charge": 0,
  "relative_energy_kj_mol": 475.66
}

=====

{
  "formula": "C4H8N4",
  "method": "ωB97M-V with the def2-TZVPD basis set",
  "elements": ["C", "C", "C", "C", "N", "N", "N", "N", "H", "H", "H", "H", "H", "H", "H", "H"],
  "positions_angstrom": [[1.5381, 0.7957, -2.4513], [-0.3788, -1.0790, 0.6302], [0.3786, 1.1245, -1.9095], [-0.8862, -0.9184, 3.0217], [2.5447, 0.2155, -2.4185], [-1.1862, -1.0004, 1.5324], [-0.4902, 2.1019, -1.9555], [0.3185, -0.9142, -0.2925], [3.4217, 0.0202, -2.7057], [0.2221, -1.0937, 3.2012], [-1.0977, 0.1712, 3.3679], [-1.4308, -1.5633, 3.6573], [-2.1109, -1.3656, 1.2187], [-0.6505, 2.8520, -2.7196], [-1.1633, 2.1134, -1.2112], [0.9710, -1.4598, -0.9658]],
  "nbo_charge": [0.411, 0.751, 0.185, -0.423, -0.384, -0.551, -0.568, -0.536, 0.466, 0.251, 0.258, 0.267, 0.477, 0.467, 0.433, 0.495],
  "lumo_ev": -9.9,
  "spin_multiplicity": 1,
  "e_tot_ev": -10215.794,
  "homo_lumo_gap_ev": 8.0,
  "homo_energy_ev": -17.8691,
  "total_charge": 2,
  "relative_energy_kj_mol": 467.54
}

=====

{
  "formula": "C4H8N4O",
  "method": "ωB97M-V with the def2-TZVPD basis set",
  "elements": ["C", "N", "N", "C", "C", "O", "N", "C", "N", "H", "H", "H", "H", "H", "H", "H", "H"],
  "positions_angstrom": [[1.1611, -1.3460, 2.2261], [0.4920, -1.6014, 0.9412], [0.2501, -0.5300, 0.1715], [1.1098, 0.1777, -0.7038], [0.3137, 1.1405, -1.1713], [0.6149, 2.1118, -2.0522], [-0.9880, 1.0253, -0.7954], [-0.9976, 0.0451, 0.0234], [-2.0051, -0.5856, 0.6351], [0.5628, -1.3248, 3.1950], [1.6397, -0.4324, 2.1881], [1.9082, -2.2378, 2.2699], [0.0063, -2.4744, 0.7512], [2.0419, -0.2969, -0.9570], [-0.1493, 2.6540, -2.0545], [-1.8841, -1.0644, 1.5059], [-2.8100, 0.0205, 0.6063]],
  "nbo_charge": [-0.411, -0.482, -0.216, -0.235, 0.402, -0.661, -0.574, 0.525, -0.814, 0.173, 0.212, 0.198, 0.381, 0.227, 0.483, 0.398, 0.394],
  "lumo_ev": 0.8,
  "spin_multiplicity": 1,
  "e_tot_ev": -12283.872,
  "homo_lumo_gap_ev": 8.2,
  "smiles": "CNn1cc(O)nc1N",
  "homo_energy_ev": -7.4202,
  "total_charge": 0,
  "relative_energy_kj_mol": 247.50
}

=====

{
  "formula": "C4H8N4O",
  "method": "ωB97M-V with the def2-TZVPD basis set",
  "elements": ["C", "C", "N", "C", "N", "C", "O", "N", "N", "H", "H", "H", "H", "H", "H", "H", "H"],
  "positions_angstrom": [[0.3685, 2.0538, 0.6023], [0.1276, 0.8356, 0.1974], [-0.9927, 0.0545, 0.1792], [-2.2353, 0.4530, -0.0570], [-3.2585, -0.5950, -0.4314], [1.4157, 0.0683, -0.3797], [2.4293, 0.8365, -0.7177], [1.5790, -1.3511, -0.3208], [0.9169, -1.9619, 0.7525], [1.5500, 2.2170, 0.4694], [-0.2171, 2.7485, 1.1476], [-2.6766, 1.7029, 0.0802], [-3.3249, -1.5857, -0.3347], [-4.3041, -0.1713, -0.7591], [2.5689, -1.5995, -0.6017], [-0.0376, -1.9822, 0.7048], [1.2345, -1.5116, 1.6014]],
  "nbo_charge": [-0.398, 0.036, -0.569, 0.339, -0.869, 0.639, -0.641, -0.477, -0.641, 0.266, 0.210, 0.182, 0.412, 0.391, 0.405, 0.376, 0.338],
  "lumo_ev": 0.3,
  "spin_multiplicity": 1,
  "e_tot_ev": -12280.904,
  "homo_lumo_gap_ev": 9.1,
  "smiles": "C=C(/N=C/N)C(=O)NN",
  "homo_energy_ev": -8.7431,
  "total_charge": 0,
  "relative_energy_kj_mol": 533.89
}

=====

{
  "formula": "C4H8N4O",
  "method": "ωB97M-V with the def2-TZVPD basis set",
  "elements": ["C", "C", "C", "N", "N", "N", "C", "N", "O", "H", "H", "H", "H", "H", "H", "H", "H"],
  "positions_angstrom": [[1.2590, 1.0246, 0.8631], [0.1542, -0.4512, 0.7075], [0.1791, -0.0734, -0.9618], [-1.5499, 0.9934, 1.3997], [0.8221, -1.6487, 0.9649], [0.8746, -1.0667, -1.6297], [-0.4472, 0.9212, -1.6008], [-0.8518, -0.1842, 1.4863], [0.9039, 2.1073, 1.0178], [-1.9833, 1.1607, 0.4963], [-2.2187, 1.0278, 2.1553], [0.3170, -2.4584, 0.6266], [1.1282, -1.7312, 1.9253], [1.1652, -0.8365, -2.5697], [1.6096, -1.5025, -1.0879], [-0.9394, 1.7389, -1.1104], [-0.4225, 0.9790, -2.6826]],
  "nbo_charge": [0.492, 0.249, 0.180, -0.624, -0.862, -0.835, -0.545, -0.289, -0.477, 0.358, 0.372, 0.391, 0.393, 0.379, 0.404, 0.207, 0.205],
  "lumo_ev": 0.5,
  "spin_multiplicity": 1,
  "e_tot_ev": -12281.925,
  "homo_lumo_gap_ev": 8.8,
  "homo_energy_ev": -8.3691,
  "total_charge": 0,
  "relative_energy_kj_mol": 435.39
}